Computed, not measured: C3H3NS in the gas phase, with the ωB97M-V functional and the def2-TZVPD basis.

Summary:
- structure (SMILES) = N#C[C@H]1CS1
- LUMO level (Eh) = 0.0178
- ΔE to the lowest compared entry with this formula, charge and spin (kJ/mol) = 59.9
- frontier orbital gap (hartree) = 0.369
- HOMO level (eV) = -9.565

Positions of all 8 atoms, in Å:
C -0.846 1.152 0.315
C 0.432 0.369 0.165
C 0.148 -1.030 -0.099
H 1.388 0.805 0.402
H 0.908 -1.829 0.244
H -0.914 -1.184 0.081
N -1.618 1.966 0.475
S 0.502 -0.251 -1.584